Entry from the OMol25 dataset: a structure of composition C16H31ClNO2 at a distorted geometry (the ωB97M-V functional and the def2-TZVPD basis).

Properties
ΔE to the lowest compared entry with this formula, charge and spin ... 464.63 kcal/mol
Charge ... +1
E_LUMO ... -3.10 eV
Frontier orbital gap ... 8.6 eV

```
51
C16H31ClNO2 (the ωB97M-V functional and the def2-TZVPD basis)
C 5.40 -1.98 5.42
H 6.11 -2.51 5.90
C 5.07 -2.83 4.00
C 4.28 -2.07 3.07
C 3.01 -2.01 3.47
C 1.95 -1.44 2.64
C 2.21 0.12 2.35
C 1.02 0.44 1.31
C 0.98 -0.20 -0.03
H 1.91 0.02 -0.57
H 0.51 -1.27 0.17
O 0.03 0.43 -0.84
C -1.10 0.27 -1.01
O -1.82 -0.67 -0.18
C -1.99 1.07 -1.89
N -3.44 0.90 -1.85
C -3.54 -0.41 -2.54
H -4.63 -0.69 -2.61
H -3.36 -1.33 -1.83
H -3.11 -0.61 -3.31
C -4.11 0.85 -0.70
H -4.11 1.95 -0.06
H -3.83 0.20 0.12
H -5.26 0.76 -0.62
C -4.16 1.52 -3.01
C -3.57 1.79 -4.35
C -2.52 2.80 -4.84
C -2.25 2.63 -6.14
H -2.38 3.72 -6.53
H -2.50 1.97 -6.72
H -1.11 2.62 -6.14
Cl -2.01 3.90 -3.82
H -3.90 1.02 -4.96
H -3.88 2.84 -2.54
H -5.09 1.58 -2.98
H -1.74 1.05 -2.72
H -1.92 2.06 -1.56
H -0.06 0.59 2.04
H 1.13 1.60 1.27
H 3.01 0.01 1.89
H 2.13 0.74 3.16
H 1.91 -2.06 1.98
H 0.94 -1.60 3.07
H 2.94 -1.28 4.53
H 2.58 -3.14 4.01
H 4.24 -2.53 2.04
H 4.69 -0.96 2.89
H 6.21 -2.79 3.48
H 4.77 -3.92 4.26
H 4.56 -2.04 6.12
H 5.78 -1.10 5.16
```